Below is the molecule C5H11N, with properties calculated with ωB97M-V/def2-TZVPD.

## Properties
LUMO energy: 0.002 Eh
HOMO-LUMO gap: 8.5 eV
Spin multiplicity: 1
Total energy: -6849.7135 eV
Maximum force: 0.453 eV Å⁻¹

Cartesian coordinates (Å):
C (-2.338, -0.615, -0.370)
C (-1.619, 0.747, -0.471)
C (-0.432, 0.663, 0.422)
C (0.826, 0.673, -0.351)
N (2.075, 0.531, 0.378)
C (2.238, -0.821, 0.889)
H (-1.712, -1.425, -0.761)
H (-2.589, -0.847, 0.668)
H (-3.259, -0.590, -0.961)
H (-1.417, 0.973, -1.534)
H (-2.304, 1.509, -0.078)
H (2.022, 1.163, 1.173)
H (0.818, 1.653, -0.871)
H (0.799, -0.062, -1.179)
H (3.107, -0.859, 1.554)
H (2.430, -1.505, 0.053)
H (1.355, -1.189, 1.439)

natural (NBO) atomic charge list, values in e, 5 entries: number 1, C, carries -0.5879; number 2, C, carries -0.5762; number 3, C, carries 0.1890; number 4, C, carries -0.4345; number 5, N, carries -0.6158

=====

Below is a structure of composition C8H16Cl8, with properties calculated with ωB97M-V/def2-TZVPD.

## Properties
LUMO energy: 0.015 Eh
HOMO-LUMO gap: 9.0 eV
Spin multiplicity: 1
Total energy: -108725.3595 eV
Maximum force: 15.282 eV Å⁻¹

Cartesian coordinates (Å):
Cl (6.972, 3.222, 13.107)
C (7.978, 4.669, 13.523)
C (7.310, 5.945, 13.299)
Cl (7.318, 6.297, 11.583)
H (8.900, 4.435, 12.993)
H (8.245, 4.692, 14.580)
H (7.888, 6.710, 13.818)
H (6.300, 5.966, 13.708)
Cl (4.314, 9.124, 10.391)
C (5.763, 9.578, 11.217)
C (6.540, 8.336, 11.767)
Cl (7.701, 8.693, 13.030)
H (5.384, 10.224, 12.009)
H (6.411, 10.121, 10.529)
H (7.077, 7.820, 10.971)
H (5.845, 7.660, 12.267)
Cl (10.257, 7.308, 14.434)
C (9.600, 7.883, 12.877)
C (10.745, 8.009, 11.854)
Cl (10.111, 9.024, 10.420)
H (9.027, 8.805, 12.971)
H (8.886, 7.115, 12.579)
H (11.274, 7.166, 11.411)
H (11.531, 8.534, 12.397)
Cl (15.000, 8.910, 13.404)
C (13.940, 9.365, 12.058)
C (14.255, 8.472, 10.813)
Cl (14.088, 6.743, 11.244)
H (13.952, 10.432, 11.834)
H (12.893, 9.326, 12.359)
H (15.280, 8.731, 10.548)
H (13.705, 8.615, 9.883)

natural (NBO) atomic charge list, values in e, 5 entries: number 1, Cl, carries -0.0773; number 2, C, carries -0.3722; number 3, C, carries -0.4503; number 4, Cl, carries 0.0063; number 5, H, carries 0.2400

=====

Below is a cluster of 2 separate species, CH3ClN2O2 in total, with properties calculated with ωB97M-V/def2-TZVPD.

## Properties
LUMO energy (alpha / beta): -0.085 / -0.086 Eh
HOMO-LUMO gap (alpha / beta): 7.8 / 7.8 eV
Spin multiplicity: 1
Total energy: -20675.4991 eV
Maximum force: 5.885 eV Å⁻¹

Cartesian coordinates (Å):
C (0.076, 0.081, -0.217)
N (-2.087, 0.104, 0.570)
N (-2.597, -1.045, 0.122)
O (-1.981, -2.062, 0.434)
O (-3.646, -0.943, -0.491)
Cl (-2.956, 1.534, -0.050)
H (0.282, -0.498, 0.588)
H (-0.003, -0.299, -1.200)
H (-0.085, 1.178, -0.026)

natural (NBO) atomic charge list, values in e, 5 entries: number 1, C, carries -0.1412; number 2, N, carries -0.3310; number 3, N, carries 0.5534; number 4, O, carries -0.4219; number 5, O, carries -0.3952

=====

Below is the molecule C4H5N3S, with properties calculated with ωB97M-V/def2-TZVPD.

## Properties
LUMO energy: -0.046 Eh
HOMO-LUMO gap: 8.5 eV
Spin multiplicity: 1
Total energy: -19533.3446 eV
Maximum force: 1.493 eV Å⁻¹

Cartesian coordinates (Å):
C (-1.324, 1.094, -1.497)
N (-1.601, -0.055, -0.660)
C (-0.703, -0.503, 0.109)
N (0.594, 0.030, 0.222)
C (1.591, -0.430, 1.039)
S (3.081, 0.229, 1.131)
C (1.247, -1.583, 1.854)
N (0.992, -2.503, 2.514)
H (-2.234, 1.326, -2.075)
H (-1.084, 2.013, -0.890)
H (-0.504, 0.887, -2.192)
H (-0.889, -1.343, 0.771)
H (0.833, 0.837, -0.326)

natural (NBO) atomic charge list, values in e, 5 entries: number 1, C, carries -0.4720; number 2, N, carries -0.4110; number 3, C, carries 0.2590; number 4, N, carries -0.5873; number 5, C, carries -0.0229

=====

Below is a structure of composition C24H38LiN3O5P2S2, with properties calculated with ωB97M-V/def2-TZVPD.

## Properties
LUMO energy: 0.004 Eh
HOMO-LUMO gap: 7.9 eV
Spin multiplicity: 1
Total energy: -80670.6907 eV
Maximum force: 3.264 eV Å⁻¹

Cartesian coordinates (Å):
Li (-15.834, -11.296, -4.929)
C (-14.645, -11.712, -10.790)
C (-15.061, -11.535, -9.314)
O (-13.884, -11.253, -8.599)
P (-13.988, -11.358, -6.986)
O (-12.719, -10.416, -6.879)
C (-12.834, -8.986, -7.017)
C (-11.464, -8.291, -6.827)
O (-13.407, -12.820, -6.542)
C (-12.140, -13.455, -7.033)
C (-11.401, -13.931, -5.710)
H (-15.561, -11.871, -11.432)
H (-13.935, -12.523, -10.933)
H (-14.236, -10.828, -11.264)
H (-15.568, -12.443, -8.996)
H (-15.774, -10.734, -9.258)
H (-13.618, -8.618, -6.313)
H (-13.199, -8.791, -8.039)
H (-11.016, -8.589, -5.927)
H (-11.823, -7.245, -6.747)
H (-10.815, -8.598, -7.651)
H (-11.547, -12.831, -7.703)
H (-12.448, -14.353, -7.605)
H (-11.488, -13.178, -4.911)
H (-10.424, -14.266, -5.875)
H (-11.918, -14.741, -5.270)
C (-15.249, -11.366, 0.412)
C (-16.382, -10.554, -0.187)
C (-16.583, -9.268, 0.526)
O (-16.211, -10.277, -1.604)
P (-14.954, -10.132, -2.596)
S (-15.740, -8.955, -4.085)
S (-14.312, -11.905, -3.250)
O (-13.981, -9.233, -1.706)
C (-12.538, -9.169, -1.675)
C (-11.942, -9.241, -3.099)
C (-11.913, -10.171, -0.735)
H (-15.381, -11.444, 1.505)
H (-14.299, -10.901, 0.323)
H (-15.116, -12.351, -0.040)
H (-17.182, -11.238, -0.253)
H (-15.725, -8.659, 0.317)
H (-16.643, -9.390, 1.645)
H (-17.527, -8.737, 0.189)
H (-12.427, -8.144, -1.260)
H (-12.143, -10.213, -3.594)
H (-10.865, -9.054, -2.989)
H (-12.397, -8.520, -3.818)
H (-12.192, -11.161, -1.133)
H (-12.229, -9.987, 0.281)
H (-10.836, -9.952, -0.883)
N (-21.284, -12.349, -0.806)
C (-22.380, -13.019, -0.312)
C (-23.083, -12.785, 0.906)
C (-24.118, -13.694, 1.107)
C (-24.454, -14.660, 0.171)
C (-23.794, -14.826, -1.018)
C (-22.704, -14.027, -1.194)
N (-21.839, -13.974, -2.278)
C (-20.986, -13.013, -1.961)
C (-19.912, -12.615, -2.891)
C (-19.309, -13.565, -3.725)
C (-18.220, -13.196, -4.450)
N (-17.802, -11.942, -4.567)
C (-18.435, -11.034, -3.828)
C (-19.461, -11.330, -2.865)
H (-20.685, -11.697, -0.284)
H (-22.830, -11.962, 1.546)
H (-24.767, -13.615, 1.944)
H (-25.442, -15.157, 0.402)
H (-24.208, -15.434, -1.790)
H (-19.620, -14.599, -3.712)
H (-17.687, -13.982, -5.061)
H (-18.033, -10.014, -3.901)
H (-19.707, -10.497, -2.158)

Löwdin atomic charge list, values in e, 5 entries: number 1, Li, carries 0.3445; number 2, C, carries -0.0775; number 3, C, carries -0.3228; number 4, O, carries -0.2925; number 5, P, carries 0.7693

=====

Below is a structure of composition C13H14IN3OPb, with properties calculated with ωB97M-V/def2-TZVPD.

## Properties
LUMO energy: -0.321 Eh
HOMO-LUMO gap: 6.7 eV
Spin multiplicity: 1
Total energy: -33558.7811 eV
Total charge: +2
Maximum force: 3.051 eV Å⁻¹

Cartesian coordinates (Å):
C (-1.596, -1.951, 2.520)
C (-3.442, -0.438, 1.276)
H (-2.067, -2.785, 1.987)
H (-2.306, -1.116, 4.311)
H (-0.539, -2.037, 2.754)
H (-2.498, -0.201, 0.749)
H (-3.777, -1.460, 1.027)
H (-4.180, 0.284, 0.905)
C (3.450, -0.586, 0.140)
C (4.561, -1.333, -0.246)
C (5.147, -1.063, -1.490)
C (4.544, -0.163, -2.368)
H (2.902, -0.777, 1.065)
H (4.933, -2.102, 0.429)
H (6.047, -1.591, -1.795)
H (4.885, -0.010, -3.398)
N (2.965, 0.406, -0.637)
C (3.427, 0.553, -1.922)
C (2.593, 1.351, -2.818)
N (1.405, 1.776, -2.282)
C (0.387, 2.173, -3.078)
C (1.879, 2.163, -4.965)
C (0.615, 2.424, -4.425)
H (-0.604, 2.270, -2.615)
H (-0.205, 2.803, -5.033)
C (2.854, 1.549, -4.177)
H (3.804, 1.190, -4.571)
H (2.106, 2.413, -6.001)
Pb (0.988, 1.509, -0.001)
I (-0.423, -0.976, -0.300)
O (-3.946, 0.443, 3.503)
C (-3.318, -0.280, 2.748)
N (-2.334, -1.144, 3.289)

natural (NBO) atomic charge list, values in e, 5 entries: number 1, C, carries 0.2038; number 2, C, carries -0.7745; number 3, H, carries 0.2460; number 4, H, carries 0.4801; number 5, H, carries 0.2242

=====

Below is the molecule C3H7N3S2, with properties calculated with ωB97M-V/def2-TZVPD.

## Properties
LUMO energy: 0.006 Eh
HOMO-LUMO gap: 8.8 eV
Spin multiplicity: 1
Total energy: -29363.0677 eV
Maximum force: 2.042 eV Å⁻¹

Cartesian coordinates (Å):
C (0.940, -0.500, 1.978)
N (0.315, 0.293, 0.924)
N (0.723, -0.044, -0.351)
C (-0.085, -0.521, -1.315)
S (0.457, -0.987, -2.796)
C (-1.508, -0.480, -0.970)
N (-2.279, 0.529, -0.878)
S (-1.745, 2.142, -1.135)
H (0.707, -1.558, 1.729)
H (2.052, -0.390, 1.905)
H (0.641, -0.270, 3.001)
H (0.556, 1.282, 1.016)
H (1.750, -0.047, -0.520)
H (-1.964, -1.457, -0.802)
H (-0.559, 2.009, -1.782)

natural (NBO) atomic charge list, values in e, 5 entries: number 1, C, carries -0.4230; number 2, N, carries -0.4447; number 3, N, carries -0.4175; number 4, C, carries 0.0402; number 5, S, carries -0.1072

=====

Below is a structure of composition C27H35ClN6O8OsSi, with properties calculated with ωB97M-V/def2-TZVPD.

## Properties
LUMO energy: -0.027 Eh
HOMO-LUMO gap: 7.7 eV
Spin multiplicity: 1
Total energy: -76760.7662 eV
Maximum force: 0.485 eV Å⁻¹

Cartesian coordinates (Å):
Os (-0.352, 0.513, 0.071)
O (1.533, 3.289, 0.360)
C (2.144, 2.271, 0.109)
N (1.662, 0.962, 0.169)
C (2.707, 0.078, -0.154)
O (2.668, -1.126, -0.193)
C (3.923, 0.898, -0.437)
C (5.195, 0.510, -0.805)
C (6.122, 1.523, -1.027)
C (5.774, 2.865, -0.881)
C (4.487, 3.238, -0.506)
C (3.579, 2.222, -0.291)
H (5.448, -0.535, -0.921)
H (7.132, 1.269, -1.324)
H (6.520, 3.627, -1.066)
H (4.203, 4.276, -0.394)
C (1.492, -3.656, -1.846)
C (0.262, -4.384, -1.321)
C (-0.194, -3.903, 0.072)
C (-1.432, -4.708, 0.515)
C (-1.980, -4.291, 1.873)
C (0.914, -4.176, 1.061)
O (1.367, -5.281, 1.260)
N (1.348, -3.094, 1.779)
C (0.945, -1.777, 1.641)
O (1.409, -0.966, 2.440)
N (0.066, -1.453, 0.659)
C (-0.589, -2.434, -0.043)
O (-1.537, -2.159, -0.762)
H (1.752, -4.022, -2.841)
H (2.358, -3.812, -1.200)
H (1.323, -2.580, -1.906)
H (0.455, -5.455, -1.240)
H (-0.584, -4.242, -1.995)
H (-1.143, -5.760, 0.530)
H (-2.192, -4.576, -0.256)
H (-1.241, -4.432, 2.665)
H (-2.857, -4.884, 2.133)
H (-2.284, -3.240, 1.873)
H (2.052, -3.253, 2.484)
C (-2.865, 0.414, -2.218)
Si (-3.391, 0.314, -0.428)
C (-4.326, 1.905, -0.013)
C (-4.546, -1.140, -0.197)
C (-2.086, 0.102, 1.015)
H (-3.784, 0.522, -2.802)
H (-2.356, -0.496, -2.531)
H (-2.236, 1.282, -2.421)
H (-5.316, 1.669, 0.385)
H (-4.461, 2.518, -0.906)
H (-3.810, 2.516, 0.730)
H (-5.412, -1.027, -0.855)
H (-4.912, -1.197, 0.831)
H (-4.039, -2.072, -0.443)
H (-2.191, -0.907, 1.410)
H (-2.451, 0.813, 1.757)
Cl (1.909, 0.420, -4.990)
C (0.546, -0.175, -4.018)
C (0.438, 0.548, -2.685)
O (0.698, 1.722, -2.543)
O (0.090, -0.276, -1.727)
H (0.670, -1.242, -3.864)
H (-0.368, 0.010, -4.580)
C (-1.535, 5.253, 0.358)
N (-1.068, 4.213, 1.272)
C (-0.625, 4.511, 2.526)
C (-0.055, 3.590, 3.326)
C (0.103, 2.257, 2.818)
N (-0.417, 1.975, 1.629)
C (-0.906, 2.938, 0.818)
O (-1.187, 2.572, -0.337)
N (0.735, 1.309, 3.481)
H (-2.511, 5.621, 0.672)
H (-1.610, 4.819, -0.633)
H (-0.815, 6.069, 0.338)
H (-0.749, 5.542, 2.829)
H (0.307, 3.852, 4.308)
H (1.145, 1.521, 4.372)
H (0.931, 0.396, 3.029)

Löwdin atomic charge list, values in e, 5 entries: number 1, Os, carries 1.5885; number 2, O, carries 0.0922; number 3, C, carries -0.3876; number 4, N, carries 0.0053; number 5, C, carries -0.3848